This record from the Open Molecules 2025 dataset describes a molecular structure, C36H58AsF6O10P3SScSeSi2 in a non-equilibrium geometry. The level of theory is ωB97M-V/def2-TZVPD.

```
! wB97M-V def2-TZVPD RIJCOSX def2/J DEFGRID3
* xyz -2 2
O -1.662 1.979 2.838
C 3.816 -1.650 -4.473
H 1.471 -3.567 -3.119
F 1.958 2.010 -1.338
H -0.377 -4.034 0.024
H -2.470 -2.609 3.239
O -1.169 -1.600 1.088
P -0.415 1.121 2.325
H -0.027 4.952 -6.184
Si 0.078 -1.789 2.270
H 1.125 2.627 -3.912
H 1.370 -4.042 0.269
H 5.294 -3.590 -1.243
H 1.576 0.213 5.163
O 1.229 -1.803 3.538
C -3.524 -0.587 -3.610
C -1.815 6.367 -3.699
H 0.143 -1.263 -2.333
O -0.336 -3.425 2.510
C -1.979 3.441 -0.509
H -0.869 -2.539 5.121
C 0.916 -0.536 5.598
H -2.255 5.451 -1.824
H 2.801 -4.677 -3.496
C -1.195 6.229 -4.929
H 0.286 5.649 0.819
H -2.333 7.286 -3.448
C -3.300 3.059 -0.302
C 1.187 -1.900 4.942
H -4.113 -2.211 2.687
C -2.910 -3.152 0.548
H 0.788 2.846 -5.633
H -1.220 7.040 -5.649
H -4.914 0.965 -4.184
H 2.227 -4.177 2.672
H -0.112 -0.227 5.415
H 0.272 -3.864 4.952
C 0.221 -4.636 2.009
F 4.542 1.870 -0.618
H 5.770 -3.869 -2.934
C -3.307 -0.682 0.512
Se 3.133 -0.746 -1.347
H 1.093 -0.591 6.675
S 2.898 -1.811 1.256
Sc 1.140 0.445 -0.168
O -0.415 1.133 0.824
C 0.120 -2.893 5.419
As 3.508 2.882 -1.520
C 2.462 -3.900 -2.805
C -2.165 4.934 1.374
C -1.391 4.376 0.363
C 1.532 -5.009 2.718
C -3.071 -1.888 2.678
C 2.576 -2.376 5.375
C -0.066 -0.203 -2.167
H -4.079 5.025 2.340
H -2.994 -0.918 3.161
H -1.958 -1.908 -3.006
C -0.806 -5.731 2.329
O 0.814 1.877 2.927
F 2.566 4.049 -2.447
H 6.084 -2.303 -2.152
H 3.325 -1.683 4.987
F 3.193 3.838 -0.102
P -0.903 2.763 -1.848
F 4.924 3.888 -1.883
C 5.376 -3.131 -2.231
C -2.569 -1.817 1.223
O 3.303 2.418 3.044
H -1.685 -5.641 1.688
H 0.686 3.944 0.595
C -2.295 -0.878 -3.057
H -0.361 -6.717 2.180
H 0.158 -2.994 6.507
H 2.823 -1.496 -4.899
H 3.409 3.006 2.273
H -3.108 -0.712 -0.556
C -0.525 5.051 -5.225
C -1.101 4.136 -3.069
C -1.418 0.129 -2.589
H 4.276 -0.667 -4.354
F 3.784 2.001 -2.992
H 0.345 4.953 -0.805
C -0.456 4.004 -4.315
H -2.595 -3.122 -0.498
H 1.344 -5.267 3.763
H 4.410 -2.242 -5.174
H -2.962 0.275 0.899
H 2.642 -2.409 6.465
H 0.662 0.400 -2.722
H -1.435 2.424 3.666
H 1.981 -5.871 2.218
C -4.059 3.627 0.713
H -1.710 5.650 2.051
Si 3.683 -2.443 -2.750
O 1.238 -1.411 1.065
C 0.058 4.760 0.230
C 0.328 2.767 -4.648
H -2.376 -3.950 1.060
H -5.090 3.322 0.853
C -1.766 5.327 -2.782
H -1.120 -5.634 3.370
C 0.447 -4.574 0.492
H 0.508 -5.583 0.075
C -3.494 4.575 1.546
H -3.478 2.774 -3.298
H -4.385 -0.767 0.678
O -0.546 -0.247 3.002
H 2.779 -3.368 4.969
C -1.926 1.459 -2.631
P 2.444 1.110 2.561
O 2.417 1.319 1.033
H 2.364 -4.338 -1.810
C -3.152 1.742 -3.226
H -0.310 1.881 -4.622
H -3.987 -3.338 0.592
H -4.149 -1.392 -3.982
H -3.741 2.303 -0.936
C -3.960 0.732 -3.724
*
```

For the frontier orbital gap (alpha / beta), the calculation gives 6.13 / 6.34 eV. For the total energy, the calculation gives -10158.16721 Ha.